ORCA calculation (the ωB97M-V functional and the def2-TZVPD basis) on 2 unconnected molecules or ions with the total composition C6H10NO2 in a non-equilibrium geometry.

Atoms and positions in Å:
C  -1.85479  -2.51092  -0.75017
C  -1.83787  -1.93416  0.55599
C  -1.10572  -1.64973  -1.52359
C  -1.10029  -0.83637  0.53105
C  1.34615  2.30309  -0.73320
C  1.84771  0.62591  0.87062
N  1.66299  1.81688  0.54537
O  -0.59535  -0.60933  -0.77116
O  -0.85017  0.06684  1.47111
H  -2.34045  -3.45665  -1.11984
H  -2.52477  -2.32231  1.34537
H  -0.64234  -1.86984  -2.50068
H  0.66455  3.13278  -0.61393
H  2.17656  2.73537  -1.23013
H  0.83815  1.57541  -1.27819
H  2.10031  0.28766  1.93252
H  1.98390  -0.15864  0.10748
H  1.87778  2.73057  1.10137
H  -1.64637  0.07343  2.06001

## Properties
**Gap between HOMO and LUMO**: 6.8 eV
**Relative energy (zero: lowest compared OMol25 entry of this formula, charge and spin)**: 1.180 eV
**Net charge**: +1
**LUMO**: -4.74 eV
**HOMO level**: -11.533 eV
**Molar mass**: 128.15 g mol⁻¹

Löwdin charges in e: -0.048 -0.041 -0.112 -0.405 -0.024 0.138 -0.014 0.003 0.073 0.136 0.143 0.131 0.119 0.111 0.081 0.161 0.145 0.241 0.162